No. 1
This record from OMol25 describes a molecular structure, C33H23N6O9S2Sc. The level of theory is the ωB97M-V functional and the def2-TZVPD basis.

```
74
Properties=species:S:1:pos:R:3:mulliken_charge:R:1
Sc 0.2057 -0.2717 0.5263 0.81
O 0.0864 2.3543 4.4579 -0.86
C 0.1940 1.8681 3.3098 0.17
N -0.5404 1.0363 2.6062 0.22
C -1.7511 0.5579 3.1053 -0.08
C -2.1539 0.5664 4.4401 -0.59
C -3.3999 0.0658 4.7932 -0.65
C -4.2568 -0.4265 3.8224 -0.82
C -3.8638 -0.4369 2.4888 -0.34
C -2.6065 0.0323 2.1236 -0.20
N -2.0816 -0.0101 0.8057 0.81
C -2.9399 0.1543 -0.1991 -0.02
O -4.1617 0.3664 -0.1860 -0.84
C -2.2820 0.0752 -1.5529 0.27
C -3.0524 0.1794 -2.7002 -0.66
C -2.4266 0.0682 -3.9280 -0.44
C -1.0621 -0.1559 -3.9659 -1.24
C -0.3721 -0.2511 -2.7697 -0.28
N -0.9636 -0.1199 -1.5819 0.91
C 1.3659 2.3404 2.4864 0.69
C 2.0546 3.5978 2.8837 -0.65
C 3.1134 4.0682 2.2246 -1.03
C 3.6712 3.3275 1.0460 0.15
C 2.6198 2.3104 0.5871 -0.85
N 1.6841 1.6685 1.4514 0.20
H -1.4832 0.9667 5.1824 0.46
H -3.6945 0.0623 5.8373 0.34
H -5.2354 -0.8082 4.0930 0.33
H -4.5285 -0.8064 1.7257 0.61
H -4.1137 0.3353 -2.5741 0.51
H -3.0011 0.1397 -4.8451 0.37
H -0.5206 -0.2775 -4.8933 0.50
H 0.6779 -0.4709 -2.7634 0.53
H 1.6584 4.0732 3.7698 0.47
H 3.6129 4.9648 2.5841 0.31
H 4.6860 2.9620 1.2419 0.39
H 3.0717 1.5417 -0.0143 0.61
O 1.9664 0.0695 -0.9115 -0.37
C 2.6603 0.0569 -2.0088 0.01
C 3.0556 -1.1927 -2.5629 -0.27
C 3.7958 -1.2887 -3.7218 -0.64
C 4.2201 -0.1543 -4.4167 -0.81
C 3.8776 1.0825 -3.8978 -0.27
C 3.1109 1.2077 -2.7449 0.54
C 2.8718 2.4929 -2.0693 -0.40
N 1.7108 2.8005 -1.6293 -0.61
C 2.0179 3.3994 -0.3557 -0.29
C 3.4610 3.9900 -0.3533 -0.07
N 3.9443 3.1601 -1.4525 -0.08
H 2.7269 -2.0819 -2.0416 0.39
H 4.0466 -2.2755 -4.0970 0.41
H 4.7997 -0.2367 -5.3272 0.34
H 4.2001 1.9902 -4.4008 0.42
H 1.2303 3.9961 0.0955 0.52
H 3.6568 5.0615 -0.4691 0.34
H 4.8909 3.0831 -1.7722 0.22
O 0.6284 -3.8816 2.3236 -0.71
S -0.4329 -2.9236 2.4423 1.37
O -1.1661 -2.8832 3.6769 -0.81
O 0.0552 -1.5304 2.1070 -0.27
C -1.6578 -3.3016 1.1685 -0.31
C -2.9567 -3.4299 1.6431 -0.48
C -4.0128 -3.7063 0.7849 -0.51
C -3.7791 -3.8538 -0.5671 -0.67
C -2.4862 -3.7367 -1.0560 -0.62
C -1.4215 -3.4749 -0.2065 0.14
S 0.1855 -3.3554 -0.9763 1.51
O -0.0556 -3.1073 -2.3798 -0.72
O 0.9200 -4.5516 -0.6693 -0.79
O 0.7574 -2.1623 -0.2882 -0.44
H -3.1285 -3.2764 2.6974 0.59
H -5.0188 -3.7687 1.1818 0.37
H -4.6003 -4.0403 -1.2489 0.34
H -2.2846 -3.8241 -2.1149 0.50
```

Summary:
Relative energy (zero: lowest compared OMol25 entry of this formula, charge and spin) (eV): 3.783
LUMO energy (eV): 4.3
Molecular weight (g/mol): 756.67
DFT total energy (a.u.): -3834.437105
HOMO level (eV): -2.1
Total charge: -2

---

No. 2
This record from OMol25 describes 3 unconnected molecules or ions with the total composition C33H23NO10P at a distorted geometry. The level of theory is the ωB97M-V functional and the def2-TZVPD basis.

```
68
Properties=species:S:1:pos:R:3:mulliken_charge:R:1
O -4.8922 2.4979 -0.3120 -0.59
C -4.3685 2.8523 -1.3265 0.36
C -4.9242 2.8572 -2.7464 -0.84
C -4.6046 4.3301 -3.1821 0.26
C -5.7988 5.1832 -2.6900 0.38
O -6.5322 4.7519 -1.7777 -0.70
O -5.9608 6.2529 -3.2901 -0.74
C -3.2192 4.4629 -2.4807 -0.27
P -2.6438 6.1041 -1.8310 0.65
O -2.4293 6.0655 -0.3892 -0.70
O -1.1895 6.3578 -2.5138 -0.55
O -3.5423 7.3041 -2.3208 -0.44
N -3.0318 3.4378 -1.4603 -0.24
H -5.9478 2.5314 -2.8552 0.41
H -4.2699 2.1533 -3.2793 0.30
H -4.6240 4.2486 -4.2626 0.36
H -2.4940 4.2699 -3.2808 0.38
H -1.2683 6.4292 -3.4724 0.32
H -4.0112 7.6805 -1.5700 0.31
H -2.4538 2.6696 -1.7757 0.35
C -3.7897 -5.9563 2.0671 -0.50
C -4.9760 -5.3420 1.6781 -0.47
C -4.9783 -4.0089 1.3047 -0.48
C -3.7970 -3.2796 1.3292 0.07
C -2.6115 -3.8888 1.7412 0.13
C -2.6109 -5.2320 2.0990 -0.49
C -1.3427 -3.1135 1.8181 0.66
O -0.3116 -3.6618 2.1711 -0.74
C -1.3732 -1.6713 1.4643 0.64
C -0.2157 -0.9140 1.5909 -1.05
C -0.2230 0.4287 1.2518 -0.96
C -1.3880 1.0224 0.7768 -0.40
C -2.5497 0.2765 0.6549 -1.26
C -2.5509 -1.0685 1.0064 0.30
C -3.8135 -1.8493 0.9057 0.48
O -4.8338 -1.3421 0.4971 -0.64
H -3.7882 -7.0010 2.3501 0.40
H -5.8992 -5.9065 1.6648 0.39
H -5.8980 -3.5309 0.9967 0.48
H -1.6890 -5.7065 2.4057 0.46
H 0.6887 -1.3732 1.9604 1.02
H 0.6804 1.0165 1.3567 0.48
H -1.3941 2.0719 0.5067 0.70
H -3.4532 0.7481 0.2900 0.70
C 3.4419 -4.1718 1.2110 -0.79
C 2.5571 -3.1277 0.9570 -0.15
C 3.0471 -1.8749 0.6221 -0.86
C 4.4174 -1.6584 0.5530 0.28
C 5.3033 -2.7021 0.8315 0.26
C 4.8091 -3.9608 1.1497 -0.59
C 6.7737 -2.4794 0.8090 0.61
O 7.5467 -3.3858 1.0460 -0.68
C 7.2786 -1.1129 0.4961 0.15
C 8.6459 -0.8689 0.5242 -0.54
C 9.1296 0.3926 0.2232 -0.45
C 8.2497 1.4156 -0.1162 -0.48
C 6.8860 1.1794 -0.1408 -0.52
C 6.3951 -0.0814 0.1736 0.14
C 4.9231 -0.3109 0.1760 0.55
O 4.1567 0.5825 -0.1174 -0.66
H 3.0593 -5.1521 1.4633 0.44
H 1.4892 -3.2979 1.0202 0.55
H 2.3652 -1.0619 0.4170 0.63
H 5.4947 -4.7719 1.3529 0.47
H 9.3293 -1.6652 0.7849 0.46
H 10.1949 0.5818 0.2505 0.39
H 8.6302 2.3995 -0.3578 0.39
H 6.2003 1.9744 -0.3998 0.48
```

Summary:
LUMO energy (eV): 0.3
Molecular weight (g/mol): 624.52
DFT total energy (a.u.): -2420.054939
HOMO level (eV): -4.6
Total charge: -1

---

No. 3
This record from OMol25 describes a molecular structure, C33H24AsAuBrF5N6O4S2 at a distorted geometry. The level of theory is the ωB97M-V functional and the def2-TZVPD basis.

```
77
Properties=species:S:1:pos:R:3:mulliken_charge:R:1
Au 0.6661 0.7628 -0.8773 1.48
Br 0.6651 -5.0133 4.0203 -0.17
C 1.9604 -3.6637 4.2807 0.07
C 2.1079 -3.0837 5.5284 -0.58
C 3.0908 -2.1227 5.7210 -0.14
C 3.8789 -1.7023 4.6616 -0.24
C 3.7193 -2.2943 3.4103 0.03
C 2.7688 -3.2814 3.2194 -0.48
N 4.9406 -0.7719 4.9527 -0.48
N 5.3401 0.0486 4.1121 -0.46
C 4.5734 0.4075 2.9605 -0.28
C 5.2861 0.6911 1.8280 -0.35
C 4.6723 0.8881 0.5768 -1.05
C 3.3082 0.8282 0.4394 0.60
O 2.7259 0.9391 -0.7477 -0.63
C 2.5471 0.6651 1.6422 0.64
N 1.2138 0.6840 1.4889 -0.06
C 0.4180 0.5871 2.5269 -0.24
C 0.9279 0.5513 3.8372 -1.27
C 2.2834 0.5279 4.0156 -0.64
C 3.1529 0.5098 2.8993 0.21
H 1.4702 -3.3892 6.3466 0.44
H 3.2408 -1.6784 6.6974 0.48
H 4.3631 -2.0038 2.5905 0.46
H 2.6516 -3.7503 2.2514 0.54
H 6.3671 0.6604 1.8982 0.43
H 5.2723 1.0559 -0.3087 0.46
H -0.6488 0.5674 2.3292 0.54
H 0.2514 0.5542 4.6807 0.43
H 2.6976 0.5420 5.0140 0.67
C 1.6015 4.9087 -3.4903 -1.11
As 1.3897 3.0835 -2.9361 0.92
C 3.0341 2.2199 -3.3999 -0.93
C 0.0263 2.3830 -4.0911 -1.11
S 0.8288 3.1825 -0.8795 -0.55
H 1.8395 4.9610 -4.5509 0.41
H 2.4011 5.3610 -2.9074 0.39
H 0.6753 5.4427 -3.2894 0.39
H 3.1791 2.3622 -4.4704 0.52
H 2.9947 1.1650 -3.1422 0.14
H 3.8372 2.6844 -2.8336 0.34
H 0.2078 2.7539 -5.0986 0.51
H -0.9465 2.7191 -3.7396 0.33
H 0.0577 1.2956 -4.0860 0.30
F -1.4395 -1.3154 0.2605 -0.42
C -0.4043 -1.9688 -0.2965 0.48
C 0.6062 -1.2707 -0.9377 -0.45
C 1.6783 -2.0155 -1.4060 0.00
F 2.6825 -1.4265 -2.0686 -0.34
C 1.7582 -3.3837 -1.2239 0.24
F 2.8316 -4.0585 -1.6323 -0.32
C 0.7130 -4.0547 -0.6115 0.65
F 0.7777 -5.3690 -0.4377 -0.34
C -0.3866 -3.3459 -0.1622 0.45
F -1.3931 -3.9822 0.4267 -0.32
O -8.2337 -0.4729 -4.5174 -0.67
S -7.8787 -1.4940 -3.5455 1.17
O -6.6991 -2.2699 -3.8775 -0.66
O -8.9797 -2.2411 -2.9848 -0.67
C -7.3170 -0.4173 -2.1936 0.04
N -8.2327 0.2082 -1.4338 -0.48
C -7.7776 1.1005 -0.5724 -0.37
C -6.4268 1.4053 -0.4388 -0.61
C -5.5661 0.6790 -1.2353 0.35
N -6.0034 -0.2181 -2.1065 -0.28
C -4.0845 0.8134 -1.2127 1.25
C -3.3930 1.6467 -0.3365 -1.19
C -2.0209 1.7103 -0.3975 -0.35
N -1.3168 0.9779 -1.2802 0.44
C -1.9747 0.1472 -2.1115 -0.75
C -3.3411 0.0554 -2.1187 -0.73
H -8.5201 1.5956 0.0456 0.42
H -6.0941 2.1690 0.2507 0.36
H -3.9074 2.2506 0.3970 0.33
H -1.4611 2.3569 0.2595 0.53
H -1.3680 -0.4532 -2.7745 0.60
H -3.8657 -0.5963 -2.8071 0.71
```

Summary:
Relative energy (zero: lowest compared OMol25 entry of this formula, charge and spin) (eV): 0.678
LUMO energy (eV): -2.4
Molecular weight (g/mol): 1079.51
DFT total energy (a.u.): -8142.456045
HOMO level (eV): -7.4
Total charge: 0